Entry 1:
H4OP2S as an isolated structure in a non-equilibrium geometry, computed with ωB97M-V/def2-TZVPD.

Last column: Mulliken charge in e.
Element x y z (Å)
O  -1.2777  0.0868  -1.7139  -0.510
P  -0.2401  -1.8897  0.3764  -0.052
P  -1.2010  -0.0266  -0.2621  0.461
S  -2.0954  1.1798  0.9709  -0.066
H  1.5869  1.4778  -0.2791  -0.207
H  0.1604  -1.3364  1.5907  0.070
H  0.9315  -1.5254  -0.2988  0.095
H  2.1354  2.0337  -0.3841  0.210

Atoms 1-6, force components in eV/Å:
O -1.1 0.3 -2.3
P -1.0 -0.4 0.0
P 3.4 -1.6 0.3
S -1.8 1.4 1.7
H 1.0 1.0 -0.2
H 0.2 0.1 0.5

Properties
- spin multiplicity = 3
- expectation value of S² = 2.0072
- net charge = 0
- HOMO (alpha / beta) (Eh) = -0.2405 / -0.3822
- energy above the lowest of the compared OMol25 structures with the same formula, charge and spin (kJ/mol) = 0.0

---

Entry 2:
A 2-piece molecular cluster, H4OS overall in a non-equilibrium geometry, computed with ωB97M-V/def2-TZVPD.

Last column: Mulliken charge in e.
Element x y z (Å)
O  -2.8595  0.4899  -0.2584  -0.650
H  -2.3374  1.3231  -0.2960  0.324
H  -2.5645  0.0495  0.5706  0.326
S  2.8092  -0.8817  0.5140  -0.295
H  2.9130  0.3438  -0.0330  0.145
H  2.0392  -1.3246  -0.4973  0.150

Atomic forces in eV per Å
O 0.8 0.4 0.8
H -0.5 -0.9 0.1
H -0.3 0.5 -0.9
S -0.1 0.1 -0.2
H 0.0 -0.2 0.1
H 0.1 0.1 0.1

Properties
- net charge = 0
- HOMO (Eh) = -0.3638
- structure (SMILES) = O.S
- energy above the lowest of the compared OMol25 structures with the same formula, charge and spin (kJ/mol) = 11.1

---

Entry 3:
A 2-piece molecular cluster, H4OS2 overall in a non-equilibrium geometry, computed with ωB97M-V/def2-TZVPD.

Last column: Mulliken charge in e.
Element x y z (Å)
S  1.2893  0.2984  1.9225  -0.180
S  1.3976  -1.3471  0.5988  -0.175
H  0.3927  -0.0452  2.8716  0.158
H  0.3116  -1.0467  -0.1447  0.177
O  -0.9583  0.6431  -1.3940  -0.613
H  -0.6020  0.4341  -2.2871  0.322
H  -1.8310  1.0634  -1.5672  0.311

Atoms 1-6, force components in eV/Å:
S 0.2 -0.2 -0.6
S -0.4 0.6 0.8
H 0.1 -0.5 -0.3
H 0.1 0.1 0.1
O -0.5 0.1 -1.1
H -0.4 0.3 0.9

Properties
- net charge = 0
- HOMO (Eh) = -0.3415
- structure (SMILES) = SS.O
- energy above the lowest of the compared OMol25 structures with the same formula, charge and spin (kJ/mol) = 15.6

---

Entry 4:
A 2-piece molecular cluster, H4OS2 overall in a non-equilibrium geometry, computed with ωB97M-V/def2-TZVPD.

Last column: Mulliken charge in e.
Element x y z (Å)
S  -0.7853  -1.3715  0.4946  -0.180
S  -0.8516  0.3823  1.6346  -0.217
H  -0.2984  -0.9532  -0.6784  0.213
H  -2.1482  0.6504  1.4550  0.177
O  1.2260  0.3530  -1.3294  -0.665
H  1.9441  -0.0813  -0.8422  0.346
H  0.9134  1.0203  -0.7342  0.326

Atoms 1-6, force components in eV/Å:
S -0.3 -0.2 0.7
S 0.3 -0.5 -0.5
H 0.0 0.5 0.0
H -0.1 0.1 -0.1
O 0.7 -0.7 -0.4
H -0.2 0.1 -0.2

Properties
- net charge = 0
- HOMO (Eh) = -0.3532
- structure (SMILES) = SS.O
- energy above the lowest of the compared OMol25 structures with the same formula, charge and spin (kJ/mol) = 6.6

---

Which value of net charge does entry 1 give? 0